The following is a quantum chemistry calculation of an isolated molecule of F2 at a distorted geometry, from the Open Molecules 2025 dataset.

Element x y z (Å)
F: 0.329 0.006 0.555
F: -0.329 -0.006 -0.555

Summary:
SMILES string: FF
Energy relative to the best compared isomer or geometry (same formula, charge and spin): 0.2115 eV
Kohn-Sham gap: 14.64 eV
HOMO level: -13.785 eV
Total charge: 0